{"formula": "C5H23O7", "method": "wB97M-V/def2-TZVPD", "species": ["C", "O", "C", "C", "C", "C", "H", "H", "H", "H", "H", "H", "H", "H", "H", "H", "H", "H", "H", "O", "H", "H", "O", "H", "H", "O", "H", "H", "O", "H", "H", "O", "H", "H", "O"], "xyz": [[-0.5417, -0.2667, 0.1087], [0.5501, -1.0664, -0.0813], [-0.6968, 0.1090, 1.6196], [-0.9995, 1.6589, 1.6746], [-2.2184, 1.9402, 0.8057], [0.2923, 2.4604, 1.4459], [-0.4105, 0.6003, -0.5443], [-1.4686, -1.0463, -0.1086], [0.1943, -0.1698, 2.2383], [-1.4902, -0.2671, 2.2734], [-1.2192, 1.7545, 2.7697], [-3.1189, 2.1779, 1.2889], [-1.9515, 2.7564, 0.0851], [-2.5291, 1.1863, 0.0295], [0.7556, 2.0595, 0.5676], [0.9499, 2.5415, 2.3251], [0.2377, 3.4945, 1.0444], [-0.9761, -0.3174, -2.6180], [-0.3070, -0.2390, -4.0264], [-1.0382, 0.0745, -3.4900], [0.8362, -1.2533, -1.0394], [1.8381, -2.1261, -2.6320], [1.1585, -1.4476, -2.5826], [0.7043, -2.1871, 1.1395], [1.4939, -3.1567, 2.1547], [1.0133, -2.3371, 2.0534], [1.9859, -0.2927, -2.9221], [1.9619, 1.1816, -2.4428], [2.3398, 0.6694, -3.1650], [1.4780, -0.4377, 2.3302], [2.0793, 0.9036, 2.0949], [2.2608, 0.1041, 2.5977], [-0.3331, -2.8157, -1.8845], [-1.8122, -3.0813, -1.8230], [-1.0187, -3.1647, -1.2870]], "forces_ev_per_a": [[-2.51, -3.21, 0.72], [1.97, -0.67, 0.37], [0.62, 1.74, 0.07], [0.65, -1.32, 2.28], [1.06, 0.56, -3.03], [-0.43, 1.22, -0.88], [-0.87, 0.16, 0.10], [1.41, 2.59, -0.20], [-1.50, 0.71, -1.01], [-0.37, -0.88, -1.07], [-0.36, 0.56, -0.85], [-1.02, 0.59, 1.06], [-0.42, -0.08, 0.82], [0.67, -0.01, 1.16], [1.05, -0.91, -0.24], [-0.24, -0.49, -0.38], [-0.90, -0.11, 0.70], [0.57, -0.33, -0.13], [0.44, -0.28, 0.61], [-1.10, 0.67, -0.40], [-0.35, 0.38, -0.32], [-0.01, -0.16, 0.01], [-0.22, -0.90, 0.45], [0.37, -0.07, -0.42], [0.00, -0.09, -0.35], [-0.32, -0.25, 1.12], [-0.09, 1.10, -0.36], [0.07, 0.09, -0.11], [0.08, -0.47, 0.25], [1.94, -0.29, 0.37], [0.34, 0.12, 0.00], [-0.56, -0.02, -0.13], [0.31, 0.29, 0.12], [-0.13, -0.07, 0.05], [-0.15, -0.19, -0.37]], "relative_energy_kj_mol": 78.0, "total_charge": -1}